No. 1
A cluster of 2 separate species, CH3IN4 in total at a distorted geometry, computed with ωB97M-V with the def2-TZVPD basis set.

The structure (SMILES) is C1N=NN=N1.I.

Structure (ORCA input):
```
! wB97M-V def2-TZVPD RIJCOSX def2/J DEFGRID3
* xyz 0 1
I -3.00 -0.24 -0.37
N 0.45 -1.52 0.14
N 0.66 0.50 0.89
N 0.18 -0.57 1.24
N 0.95 -0.95 -0.75
C 1.23 0.40 -0.35
H -3.78 0.81 0.53
H 1.04 1.14 -1.13
H 2.26 0.42 -0.19
*
```

Löwdin atomic charge list, values in e, 5 entries: I 0.3948; N -0.0136; N -0.0049; N 0.0120; N -0.0009

No. 2
The ion CH3IN5 with charge +1 at a distorted geometry, computed with ωB97M-V with the def2-TZVPD basis set.

Structure (ORCA input):
```
! wB97M-V def2-TZVPD RIJCOSX def2/J DEFGRID3
* xyz 1 1
I 2.49 1.82 -0.01
N 0.86 0.27 -0.38
N 1.37 -0.80 -1.00
N -0.77 1.09 1.03
N 0.48 -1.68 -0.99
N -0.28 0.26 0.20
C -0.59 -1.79 -0.46
H -0.19 1.95 1.08
H -1.82 0.96 1.07
H -1.55 -2.08 -0.54
*
```

Löwdin atomic charge list, values in e, 5 entries: I 0.8852; N -0.3972; N -0.0396; N 0.1200; N -0.0100

No. 3
A structure of composition CH3INOP at a distorted geometry, computed with ωB97M-V with the def2-TZVPD basis set.

Structure (ORCA input):
```
! wB97M-V def2-TZVPD RIJCOSX def2/J DEFGRID3
* xyz 0 1
I -1.22 -3.29 -0.08
P 0.53 0.68 0.16
O 0.13 -0.95 0.27
N -0.26 1.31 -1.01
C -1.14 -1.23 0.18
H 1.86 0.21 0.48
H -0.11 2.25 -1.42
H 0.21 1.02 1.42
*
```

Löwdin atomic charge list, values in e, 5 entries: I 0.7452; P 0.6522; O -0.5324; N -0.2210; C -0.6625

No. 4
A structure of composition CH3INOP at a distorted geometry, computed with ωB97M-V with the def2-TZVPD basis set.

Its expectation value of S² is 2.008.

Structure (ORCA input):
```
! wB97M-V def2-TZVPD RIJCOSX def2/J DEFGRID3
* xyz 0 3
I 3.52 -0.52 -0.12
P -0.84 -0.13 -0.03
O 0.67 -0.79 -0.26
N -0.69 1.40 0.15
C 1.54 -0.04 0.34
H -1.26 -0.98 1.01
H -1.37 -0.82 -1.13
H -1.57 1.89 0.04
*
```

Löwdin atomic charge list, values in e, 5 entries: I 0.7698; P 0.6621; O -0.4478; N -0.2296; C -0.7483

No. 5
A cluster of 2 separate species, CH3IO2 in total at a distorted geometry, computed with ωB97M-V with the def2-TZVPD basis set.

Structure (ORCA input):
```
! wB97M-V def2-TZVPD RIJCOSX def2/J DEFGRID3
* xyz 0 1
I 1.97 0.52 -0.28
O 2.17 -0.60 1.13
O -1.35 0.81 -0.84
C -1.52 0.16 0.13
H -0.74 -0.60 0.46
H -2.35 0.19 0.85
H 1.83 -0.47 -1.46
*
```

Löwdin atomic charge list, values in e, 5 entries: I 1.3273; O -1.0151; O -0.0409; C -0.1985; H 0.0641

No. 6
A cluster of 2 separate species, CH3IO2 in total at a distorted geometry, computed with ωB97M-V with the def2-TZVPD basis set.

The structure (SMILES) is O=CI.O.

Structure (ORCA input):
```
! wB97M-V def2-TZVPD RIJCOSX def2/J DEFGRID3
* xyz 0 1
I -3.27 -1.02 0.64
O 2.13 0.78 -0.24
O -0.34 0.12 0.67
C -1.12 -0.67 0.16
H -0.73 -1.33 -0.65
H 1.48 0.90 0.46
H 1.85 1.21 -1.04
*
```

Löwdin atomic charge list, values in e, 5 entries: I 0.6633; O -0.0635; O -0.0659; C -0.6309; H 0.0746

No. 7
A structure of composition CH3IO2S at a distorted geometry, computed with ωB97M-V with the def2-TZVPD basis set.

Its expectation value of S² is 2.011.

Structure (ORCA input):
```
! wB97M-V def2-TZVPD RIJCOSX def2/J DEFGRID3
* xyz 0 3
I 0.25 -2.93 -3.51
S 1.72 -3.25 -1.70
O 0.59 -1.56 0.22
O 1.77 -1.94 -1.01
C 0.06 -0.38 -0.12
H 0.91 0.28 -0.72
H -0.24 0.28 0.84
H -0.71 -0.58 -0.87
*
```

Löwdin atomic charge list, values in e, 5 entries: I 0.4439; S 0.4040; O -0.2061; O -0.7089; C -0.2499

No. 8
A cluster of 2 separate species, CH3IO2S2 in total at a distorted geometry, computed with ωB97M-V with the def2-TZVPD basis set.

Structure (ORCA input):
```
! wB97M-V def2-TZVPD RIJCOSX def2/J DEFGRID3
* xyz 0 1
I 2.93 -2.50 0.33
S 3.78 3.28 -0.41
S 0.66 -1.71 0.14
O 0.06 -2.20 -1.08
O 2.37 3.50 -0.11
C 1.11 0.18 0.05
H 2.13 0.16 -0.35
H 0.50 0.88 -0.55
H 1.15 0.44 1.14
*
```

Löwdin atomic charge list, values in e, 5 entries: I 0.4618; S 0.7122; S 0.3744; O -0.5997; O -0.7029

No. 9
A cluster of 2 separate species, CH3IO3 in total at a distorted geometry, computed with ωB97M-V with the def2-TZVPD basis set.

Its expectation value of S² is 2.014.

Structure (ORCA input):
```
! wB97M-V def2-TZVPD RIJCOSX def2/J DEFGRID3
* xyz 0 3
I 1.30 -0.64 2.45
O -0.12 0.51 0.00
O -1.26 -0.71 -0.69
O -2.06 0.02 -1.48
C 1.09 0.10 0.34
H 1.90 0.93 0.39
H -2.54 0.50 -0.79
H 1.69 -0.72 -0.22
*
```

Löwdin atomic charge list, values in e, 5 entries: I 0.6212; O -0.1434; O -0.0582; O 0.0094; C -0.6940

No. 10
A cluster of 2 separate species, CH3IOS in total at a distorted geometry, computed with ωB97M-V with the def2-TZVPD basis set.

Structure (ORCA input):
```
! wB97M-V def2-TZVPD RIJCOSX def2/J DEFGRID3
* xyz 0 1
I 2.48 0.89 -0.18
S 1.39 -1.16 0.56
O 1.71 -2.32 -0.31
C -1.45 0.66 0.01
H -1.66 0.59 1.12
H -1.87 -0.02 -0.80
H -0.60 1.36 -0.40
*
```

Löwdin atomic charge list, values in e, 5 entries: I 0.3599; S 0.3351; O -0.6498; C -0.0113; H 0.0004

No. 11
A cluster of 2 separate species, CH3IOS2 in total at a distorted geometry, computed with ωB97M-V with the def2-TZVPD basis set.

Structure (ORCA input):
```
! wB97M-V def2-TZVPD RIJCOSX def2/J DEFGRID3
* xyz 0 1
I 2.81 0.30 -0.28
S -0.31 1.59 -0.50
S -1.80 0.31 0.20
O 0.14 2.62 0.41
C -0.15 -0.21 -0.04
H 4.68 -0.09 0.33
H 0.36 -0.34 0.92
H -0.03 -1.01 -0.78
*
```

Löwdin atomic charge list, values in e, 5 entries: I 0.4178; S 0.5462; S 0.5800; O -0.5592; C -0.9267

No. 12
An isolated molecule of CH3IOS2 at a distorted geometry, computed with ωB97M-V with the def2-TZVPD basis set.

Structure (ORCA input):
```
! wB97M-V def2-TZVPD RIJCOSX def2/J DEFGRID3
* xyz 0 1
I -0.35 3.48 -0.96
S -0.26 1.38 0.59
S -0.31 -0.51 1.72
O 1.36 1.38 0.40
C -0.76 -0.30 -0.02
H 1.72 2.24 0.71
H -1.86 -0.26 -0.18
H -0.31 -0.98 -0.84
*
```

Löwdin atomic charge list, values in e, 5 entries: I 0.1686; S 0.3574; S 0.5010; O -0.5117; C -0.7071

Calculated energy relative to the best compared isomer or geometry (same formula, charge and spin) in order - 1.757; 2.794; 3.691; 1.563; 4.721; 0.881; 0.180; 2.730; 4.218; 2.328; 2.309; 1.851 eV